*P*
Formula: C2H3Cl3
Source: the Open Molecules 2025 dataset
Level of theory: the ωB97M-V functional and the def2-TZVPD basis

Computed properties:
LUMO energy (alpha / beta) = 0.0 / -0.3 eV
Charge = 0
Highest occupied orbital energy (alpha / beta) = -0.3239 / -0.2958 hartree
Kohn-Sham gap (alpha / beta) = 0.32494 / 0.28448 Ha

CARTESIAN COORDINATES (ANGSTROEM)
C 1.3512 0.6735 0.5231
C -1.3711 -0.3317 -0.4196
Cl 2.1505 1.6304 -0.6994
Cl -0.7590 -1.8955 -0.5549
H -1.7485 0.0112 -1.2721
H -2.0904 -0.2105 0.4848
H 0.6752 1.0026 1.3129
Cl 1.7922 -0.8799 0.6252


*Q*
Formula: C2H3Cl3
Source: the Open Molecules 2025 dataset
Level of theory: the ωB97M-V functional and the def2-TZVPD basis

Computed properties:
LUMO energy (alpha / beta) = -0.6 / 0.1 eV
Charge = 0
Highest occupied orbital energy (alpha / beta) = -0.3057 / -0.3276 hartree
Kohn-Sham gap (alpha / beta) = 0.28347 / 0.33005 Ha

CARTESIAN COORDINATES (ANGSTROEM)
H 1.5442 0.9753 -0.7376
Cl 1.4668 0.8712 1.5466
H 1.4575 -0.7238 -0.1710
Cl -1.7731 -0.8165 1.3711
C 1.4635 0.2597 0.0028
H -1.3372 -1.3217 -0.9974
Cl -1.6239 1.2121 -0.7111
C -1.1978 -0.4563 -0.3033


Here are the energies relative to the best structure, in kcal/mol: *P* 6.8; *Q* 0.0.


*P*
Formula: C4H6N
Source: the Open Molecules 2025 dataset
Level of theory: the ωB97M-V functional and the def2-TZVPD basis

Computed properties:
LUMO energy (alpha / beta) = -5.7 / -6.0 eV
Charge = +1
Highest occupied orbital energy (alpha / beta) = -0.5308 / -0.5380 hartree
Kohn-Sham gap (alpha / beta) = 0.32109 / 0.31874 Ha

CARTESIAN COORDINATES (ANGSTROEM)
N 1.3045 -0.0204 0.2073
C -1.0911 0.9490 -0.2473
H 1.9147 0.1008 -0.6153
C -2.0162 1.6782 -0.1218
C -0.0946 -0.0346 -0.2994
H -2.9442 2.0383 0.2833
H 1.5079 0.6730 0.9048
H 0.4393 -1.3382 1.5691
C 0.4492 -1.1293 0.5475
H 0.0031 -0.9111 -2.0605
H 0.5275 -2.0058 -0.1677


*Q*
Formula: C4H6N
Source: the Open Molecules 2025 dataset
Level of theory: the ωB97M-V functional and the def2-TZVPD basis

Computed properties:
LUMO energy = -5.6 eV
Charge = +1
Highest occupied orbital energy = -0.5371 hartree
Kohn-Sham gap = 0.33096 Ha
Structure (SMILES) = C#CC[NH+]=C

CARTESIAN COORDINATES (ANGSTROEM)
C 2.8906 0.2615 0.2113
N -0.9889 0.4290 -0.1016
H 0.1569 -0.5966 -1.2879
C -2.1192 0.0984 0.3669
H -2.5475 -0.9356 0.4768
H -2.9669 0.8098 0.4013
H 3.8839 0.6165 0.2349
H 0.2747 -1.4990 0.3243
C 0.2733 -0.4741 -0.2671
H -0.5926 1.3468 -0.3916
C 1.7357 -0.0567 0.0327


*R*
Formula: C4H6N
Source: the Open Molecules 2025 dataset
Level of theory: the ωB97M-V functional and the def2-TZVPD basis

Computed properties:
LUMO energy = -4.2 eV
Charge = +1
Highest occupied orbital energy = -0.5494 hartree
Kohn-Sham gap = 0.39343 Ha
Structure (SMILES) = C=C1[C@H]2C[N@@H+]12

CARTESIAN COORDINATES (ANGSTROEM)
C -1.9245 0.3154 -0.0029
H 0.8003 -1.9341 -0.3105
H 0.5753 0.1894 1.8113
H 1.2732 1.2126 -0.9635
C 0.3952 -0.9969 -0.1774
H -2.4993 -0.1078 -0.8173
N 0.5557 0.1986 0.7684
H 2.4724 -0.1193 -0.4827
H -2.4490 1.1053 0.4654
C 1.5379 0.3535 -0.3807
C -0.7372 -0.2166 0.0898


*S*
Formula: C4H6N
Source: the Open Molecules 2025 dataset
Level of theory: the ωB97M-V functional and the def2-TZVPD basis

Computed properties:
LUMO energy = -6.3 eV
Charge = +1
Highest occupied orbital energy = -0.5553 hartree
Kohn-Sham gap = 0.32428 Ha
Structure (SMILES) = C=[N+]=C=CC

CARTESIAN COORDINATES (ANGSTROEM)
C 0.4354 0.0698 -1.9495
H 1.9572 0.5927 -0.5952
C -1.3102 -0.1814 2.3289
C 0.3275 -0.1056 0.5287
H 1.1357 -0.5623 -2.5042
H -0.5923 -0.2995 -1.8401
N -0.4707 -0.2204 1.3911
C 1.0210 0.1741 -0.5307
H -2.0207 -0.9548 2.2439
H -0.8776 0.3500 3.1297
H 0.3946 1.1373 -2.2027


Here are the energies relative to the best structure, in kcal/mol: *P* 93.2; *Q* 16.2; *R* 40.0; *S* 0.0.


*P*
Formula: C9H15N2O
Source: the Open Molecules 2025 dataset
Level of theory: the ωB97M-V functional and the def2-TZVPD basis

Computed properties:
LUMO energy = -4.0 eV
Charge = +1
Highest occupied orbital energy = -0.4804 hartree
Kohn-Sham gap = 0.33347 Ha
Structure (SMILES) = C/C=C(\CC)C(=O)C/C=N\C=[NH2+]

CARTESIAN COORDINATES (ANGSTROEM)
H 2.3401 -0.9946 2.4077
H -2.2627 0.1365 1.9987
C -0.7269 -1.5278 -1.2618
C 0.1078 0.6410 0.3886
C 0.5895 -0.0421 1.4849
H 0.4155 2.5080 -0.7478
H 1.4166 2.2747 0.5321
C -1.3393 0.6324 0.0221
N -1.1476 -1.2113 -2.4849
C 1.9493 -0.0353 2.0020
H 1.6200 0.7897 -2.0963
H -2.8117 -2.3643 1.0874
C -2.2301 -1.5246 0.6003
H 2.7303 0.4755 1.4126
H 0.0588 -0.9457 1.9177
H -2.0885 -1.4739 -2.6687
H 2.7399 1.9520 -1.5014
H -0.4066 -1.0403 -3.2007
C 0.9358 1.7936 -0.2236
H 0.3932 -1.5564 -1.1029
N -1.5373 -1.9329 -0.3610
C -2.3736 -0.1433 0.9762
O -1.7823 1.0644 -1.0156
H -3.3342 0.3540 0.7092
H 1.9559 0.7047 2.9756
C 2.0374 1.1500 -1.1003
H 2.7508 0.3159 -0.7498


*Q*
Formula: C9H15N2O
Source: the Open Molecules 2025 dataset
Level of theory: the ωB97M-V functional and the def2-TZVPD basis

Computed properties:
LUMO energy = -3.7 eV
Charge = +1
Highest occupied orbital energy = -0.4414 hartree
Kohn-Sham gap = 0.30618 Ha
Structure (SMILES) = CC1=[N+]2CC[N@@H+](C)C[C@]2([O-])C=C1

CARTESIAN COORDINATES (ANGSTROEM)
H -1.1530 -1.4017 3.0818
H -0.5721 2.2645 -2.9662
C 1.1668 0.6027 0.2766
C 0.4411 -1.0142 1.7520
C 0.6555 -0.1188 -1.0822
O 1.4188 1.7922 0.2640
H -2.3787 1.5091 -0.8314
H -0.6748 2.1349 -0.4441
H 3.1321 -0.0750 0.1280
H -1.0574 1.6064 1.5691
N -0.6602 0.4760 -1.5294
C 2.2677 -0.3771 0.6995
C -0.5130 1.1713 -2.8840
H -0.8767 -2.5243 1.6676
H -1.3001 -0.3014 -1.6159
C -1.3244 1.2978 -0.4735
H 0.3855 0.7425 -3.2063
H -2.0885 0.0321 1.2402
H 2.2013 -2.3118 1.6813
C 1.7464 -1.3758 1.4119
N 0.0182 0.0412 1.1571
C -1.2416 0.6772 1.0045
H -1.2540 0.8288 -3.6162
H 0.1821 -2.5818 3.1558
H 1.4441 0.0615 -1.7622
H 0.4451 -1.2293 -1.1494
C -0.4099 -1.9271 2.4716


Here are the energies relative to the best structure, in kcal/mol: *P* 0.0; *Q* 16.0.


*P*
Formula: C22H27N3O3S
Source: the Open Molecules 2025 dataset
Level of theory: the ωB97M-V functional and the def2-TZVPD basis

Computed properties:
LUMO energy = 0.1 eV
Charge = 0
Highest occupied orbital energy = -0.3212 hartree
Kohn-Sham gap = 0.32610 Ha
Structure (SMILES) = Cc1ccc(N(CC(=O)NC2CCCC2)C(=O)CNC(=O)c2cccs2)cc1C

CARTESIAN COORDINATES (ANGSTROEM)
C -0.4948 2.7445 -1.0001
H 0.9495 4.3335 -0.7574
H -2.1685 3.4053 0.2500
C -2.3155 -1.1422 1.4207
H 1.2580 1.8255 0.9436
S 5.3295 -1.7875 0.0508
C -2.7665 -2.2220 -1.1098
C -1.3688 -1.0108 0.4165
H 1.0899 -3.7929 -1.1504
C -0.3287 3.2143 1.4125
C 4.0037 -0.6677 0.0954
H -5.4143 -2.5149 1.8377
H -0.5159 2.7223 2.3661
H -1.9965 -0.8115 -3.4040
H -0.4444 -0.4903 0.6165
O 1.3946 -1.6078 -2.8317
C -3.5093 -1.8208 1.1551
H 0.2879 0.7957 -1.1813
O 1.7014 -0.2369 -0.0528
C 5.8429 0.6827 0.4894
H -4.8905 -0.9897 2.5595
H -4.1560 -2.5012 3.0785
H -1.6608 1.7438 0.5232
C -1.0618 -0.4618 -2.9587
C -3.7120 -2.3549 -0.1095
H 1.6690 2.7949 -1.2559
C 2.6099 -1.0550 -0.1229
C 0.6153 -1.8456 -1.9279
H 3.7792 1.4458 0.3988
H -2.7984 0.2231 2.9938
H -0.2773 -0.4692 -3.7218
H -2.1175 -1.3013 3.5473
N -0.4158 1.4136 -1.5646
C 0.9037 3.2511 -0.6296
N 2.3745 -2.3658 -0.3595
C -2.0561 -0.5422 2.7683
H 3.1508 -2.9649 -0.5898
C 1.0510 2.8912 0.8463
H 1.8457 3.4517 1.3387
C -1.5852 -1.5442 -0.8482
H 6.3747 1.5965 0.6834
C -1.3006 2.7524 0.3214
H -1.0691 -0.0884 2.8018
H 7.4930 -0.7616 0.4300
H -2.9450 -2.6433 -2.0873
N -0.6383 -1.3499 -1.8924
C -1.2781 0.9845 -2.4956
H -0.4187 4.2915 1.5633
H -0.9761 3.3666 -1.7593
O -2.1582 1.6691 -2.9794
C 4.4464 0.6054 0.3377
C 1.0480 -2.7685 -0.7789
C 6.4488 -0.5279 0.3615
H 0.3571 -2.7140 0.0642
C -4.5551 -1.9676 2.2162
H -4.6310 -2.8827 -0.3195


*Q*
Formula: C22H27N3O3S
Source: the Open Molecules 2025 dataset
Level of theory: the ωB97M-V functional and the def2-TZVPD basis

Computed properties:
LUMO energy = 0.3 eV
Charge = 0
Highest occupied orbital energy = -0.3198 hartree
Kohn-Sham gap = 0.32914 Ha
Structure (SMILES) = Cc1ccc(N(CC(=O)NC2CCCC2)C(=O)CNC(=O)c2cccs2)cc1C

CARTESIAN COORDINATES (ANGSTROEM)
H 3.5899 -0.7670 -2.4309
C 0.5387 4.9074 -0.7522
N -0.9845 -2.6482 1.7106
H -0.0914 3.7569 -2.5248
O 3.3047 -2.6695 -0.8885
H -4.3608 -0.3887 2.3978
C -2.5454 2.3734 -0.1463
H -3.9417 -1.5922 4.3626
C -0.5831 1.2415 0.9123
C -1.4741 0.3136 -1.1179
H -2.6407 -0.0628 2.2496
C -2.8494 -3.0990 3.2340
H -2.1119 -3.6010 3.8581
H -0.0602 5.7921 -0.8729
O -0.3987 -4.2393 0.2220
C -3.1029 -1.6500 3.6708
C 1.4028 4.7194 0.2798
H -3.7747 -3.6733 3.2691
H -2.8483 -1.4260 0.3277
H -2.5072 2.9049 -1.0955
C -0.4898 -0.6632 -1.0756
S 2.2088 3.2086 0.1854
H -2.4054 -0.5991 -2.8086
C 0.4632 -0.6740 -0.0686
N 1.4690 -1.6774 -0.0386
H -2.2080 1.1467 -2.9246
C 1.3667 2.8084 -1.2774
H 1.6229 5.3798 1.0953
H -0.7011 -1.8168 2.2038
C -2.4536 0.3296 -2.2469
C 0.5173 3.8166 -1.6413
H 1.8423 -0.8055 -2.7522
C 2.5990 -0.6633 -1.9742
H 1.1355 0.2656 1.7401
H -2.2296 -1.2489 4.1864
H -0.4541 -1.4230 -1.8414
C -1.5144 1.2888 -0.1161
H -3.5464 1.9557 -0.0379
C -3.2708 -1.8663 1.2287
H 1.5221 -2.3040 1.9689
C 1.3123 -2.7113 0.9734
C -3.3776 -0.8563 2.3778
C 0.4012 0.2717 0.9472
H -0.6169 1.9892 1.6928
C 1.5126 1.5294 -1.9851
C 2.4881 -1.7726 -0.9263
H -4.2515 -2.2759 0.9876
O 0.8463 1.2682 -2.9697
H -3.4710 0.4766 -1.8891
H -2.3798 3.0855 0.6585
H 2.9697 0.9434 -0.6610
C -2.3888 -2.9904 1.7792
H -2.4992 -3.9235 1.2229
N 2.4111 0.6656 -1.4526
C -0.1055 -3.2928 0.9169
H 2.0337 -3.4971 0.7357


Here are the energies relative to the best structure, in kcal/mol: *P* 0.0; *Q* 6.6.